Below is a molecular structure, C20H30As3F18O15Pt, with properties calculated with the ωB97M-V functional and the def2-TZVPD basis.

Properties
- energy above the lowest of the compared OMol25 structures with the same formula, charge and spin (kJ/mol) = 69.3
- net charge = -1
- DFT total energy (Eh) = -10533.1028
- spin multiplicity = 3
- orbital gap (alpha / beta) (eV) = 8.612 / 7.952
- F_max (eV/Å) = 7.8

Cartesian coordinates (Å):
1 Pt 0.82 -0.28 1.11
2 As -0.26 -2.20 4.21
3 F 1.39 -2.16 4.88
4 F 0.45 -3.56 3.20
5 F -1.78 -2.15 3.32
6 F -0.69 -0.86 5.34
7 F 0.26 -1.10 2.89
8 F -0.77 -3.44 5.39
9 As 4.07 -2.25 2.04
10 F 4.93 -0.74 2.27
11 F 2.57 -1.18 1.86
12 F 3.08 -3.69 1.75
13 F 5.51 -3.24 2.21
14 F 3.92 -2.52 3.83
15 F 4.46 -2.09 0.30
16 As 1.20 2.56 3.87
17 F 1.03 3.48 5.39
18 F 2.61 1.66 4.66
19 F 1.37 1.51 2.37
20 F -0.16 3.56 3.17
21 F 2.39 3.74 3.18
22 F 0.01 1.34 4.45
23 C 2.90 1.61 -3.92
24 C 4.05 1.72 -2.90
25 C 4.14 3.00 -2.16
26 O 3.56 2.73 -0.94
27 C 3.47 1.41 -0.77
28 O 3.07 0.97 0.27
29 O 3.84 0.79 -1.92
30 H 1.91 1.55 -3.48
31 H 2.94 0.74 -4.58
32 H 2.65 2.49 -4.50
33 H 5.02 1.76 -3.40
34 H 3.51 3.73 -2.67
35 H 5.12 3.48 -2.11
36 C -5.51 -2.49 0.00
37 C -4.19 -2.88 -0.76
38 C -3.66 -1.89 -1.85
39 O -2.46 -1.36 -1.39
40 C -2.19 -1.84 -0.15
41 O -1.10 -1.71 0.41
42 O -3.28 -2.72 0.17
43 H -5.89 -3.37 0.52
44 H -6.33 -2.22 -0.67
45 H -5.36 -1.78 0.82
46 H -4.18 -3.90 -1.15
47 H -4.32 -1.06 -2.10
48 H -3.50 -2.33 -2.83
49 C -3.88 0.56 4.71
50 C -4.33 0.92 3.30
51 C -4.10 2.51 3.07
52 O -2.82 2.58 2.61
53 C -2.31 1.36 2.27
54 O -1.16 0.99 1.85
55 O -3.33 0.51 2.37
56 H -3.65 -0.49 4.86
57 H -4.41 0.96 5.57
58 H -2.95 1.07 4.97
59 H -5.34 0.55 3.14
60 H -4.20 3.12 3.97
61 H -4.79 3.00 2.38
62 C -0.35 3.71 -4.18
63 C -0.69 3.76 -2.66
64 C -2.04 3.06 -2.38
65 O -1.75 2.04 -1.38
66 C -0.40 1.94 -1.31
67 O 0.29 1.17 -0.59
68 O 0.20 2.82 -2.09
69 H 0.66 4.05 -4.41
70 H -0.97 4.33 -4.81
71 H -0.35 2.66 -4.48
72 H -0.58 4.69 -2.10
73 H -2.42 2.51 -3.24
74 H -2.89 3.67 -2.08
75 C 2.84 -4.71 -3.24
76 C 2.60 -3.15 -3.25
77 C 1.33 -2.60 -3.77
78 O 0.98 -1.72 -2.74
79 C 1.85 -1.75 -1.65
80 O 1.54 -1.21 -0.57
81 O 2.73 -2.71 -1.88
82 H 2.78 -5.05 -4.27
83 H 2.13 -5.18 -2.56
84 H 3.84 -4.83 -2.83
85 H 3.33 -2.58 -3.81
86 H 0.58 -3.39 -3.73
87 H 1.43 -2.03 -4.70

Results of the Löwdin charge analysis, in e, for atoms 1 through 5: atom 1 (Pt): 1.425, atom 2 (As): 0.939, atom 3 (F): -0.260, atom 4 (F): -0.301, atom 5 (F): -0.257

=====

Below is 2 unconnected molecules or ions with the total composition C5H12O3, with properties calculated with the ωB97M-V functional and the def2-TZVPD basis.

Properties
- energy above the lowest of the compared OMol25 structures with the same formula, charge and spin (kJ/mol) = 24.7
- structure (SMILES) = CCCCC(=O)O.O
- net charge = 0
- DFT total energy (Eh) = -423.4444
- orbital gap (eV) = 11.427
- F_max (eV/Å) = 1.8

Cartesian coordinates (Å):
1 O 0.44 0.28 1.71
2 C 0.86 0.63 0.64
3 O 1.16 1.92 0.35
4 C 1.15 -0.24 -0.55
5 C 0.38 0.18 -1.82
6 C -1.10 0.53 -1.51
7 C -1.81 -0.63 -0.85
8 H 0.93 2.48 1.08
9 H 0.83 -1.24 -0.28
10 H 2.23 -0.22 -0.70
11 H 0.88 0.97 -2.35
12 H 0.33 -0.74 -2.42
13 H -0.95 1.35 -0.79
14 H -1.73 0.96 -2.29
15 H -2.86 -0.39 -0.64
16 H -1.53 -0.73 0.21
17 H -1.76 -1.57 -1.38
18 H -0.29 -1.48 1.83
19 H -1.09 -2.53 2.60
20 O -0.85 -2.29 1.70

Results of the natural (NBO) charge analysis, in e, for atoms 1 through 5: atom 1 (O): -0.617, atom 2 (C): 0.824, atom 3 (O): -0.692, atom 4 (C): -0.526, atom 5 (C): -0.384

=====

Below is 2 unconnected molecules or ions with the total composition CH4ClPS, with properties calculated with the ωB97M-V functional and the def2-TZVPD basis.

Properties
- energy above the lowest of the compared OMol25 structures with the same formula, charge and spin (kJ/mol) = 260.8
- net charge = 0
- DFT total energy (Eh) = -1240.1342
- orbital gap (alpha / beta) (eV) = 7.452 / 7.816
- F_max (eV/Å) = 2.3

Cartesian coordinates (Å):
1 C -1.48 0.98 0.14
2 P 1.13 -1.19 -0.08
3 S 1.22 0.79 -0.23
4 Cl -1.81 -0.65 0.01
5 H -1.67 1.59 -0.72
6 H -1.48 1.38 1.14
7 H 1.96 -1.52 -1.15
8 H 2.14 -1.38 0.88

Results of the natural (NBO) charge analysis, in e, for atoms 1 through 5: atom 1 (C): -0.350, atom 2 (P): 0.209, atom 3 (S): -0.376, atom 4 (Cl): 0.117, atom 5 (H): 0.216

=====

Below is a molecular structure, C33H28BrCsN7O2S, with properties calculated with the ωB97M-V functional and the def2-TZVPD basis.

Properties
- energy above the lowest of the compared OMol25 structures with the same formula, charge and spin (kJ/mol) = 0.0
- net charge = -1
- DFT total energy (Eh) = -4800.4327
- orbital gap (eV) = 6.996
- F_max (eV/Å) = 0.7

Cartesian coordinates (Å):
1 Cs -0.63 0.03 0.37
2 O 3.58 -3.17 1.46
3 C 3.90 -4.01 0.51
4 C 4.90 -4.99 0.71
5 C 5.25 -5.88 -0.29
6 C 4.62 -5.84 -1.54
7 C 3.64 -4.88 -1.75
8 C 3.27 -3.97 -0.76
9 C 2.22 -2.93 -1.08
10 O 1.48 -2.54 0.05
11 N 2.88 -1.81 -1.72
12 N 2.11 -0.91 -2.33
13 C 2.62 0.21 -2.68
14 C 1.85 1.23 -3.39
15 Br 0.05 0.80 -3.74
16 C 2.41 2.39 -3.75
17 C 1.82 3.54 -4.45
18 C 2.57 4.17 -5.45
19 C 2.08 5.28 -6.11
20 C 0.84 5.80 -5.78
21 C 0.09 5.20 -4.78
22 C 0.58 4.08 -4.11
23 H 2.11 -2.67 0.80
24 H 5.38 -5.03 1.68
25 H 6.01 -6.62 -0.10
26 H 4.89 -6.53 -2.32
27 H 3.14 -4.83 -2.71
28 H 1.50 -3.31 -1.81
29 H 3.80 -1.54 -1.40
30 H 3.66 0.47 -2.45
31 H 3.46 2.48 -3.50
32 H 3.54 3.77 -5.70
33 H 2.68 5.74 -6.89
34 H 0.46 6.67 -6.30
35 H -0.87 5.60 -4.50
36 H -0.02 3.63 -3.34
37 C 4.63 0.18 1.51
38 C 3.24 0.74 1.51
39 N 2.25 0.21 2.11
40 N 2.49 -0.98 2.74
41 C 1.48 -1.62 3.40
42 N 1.76 -2.92 3.60
43 S 0.09 -0.89 3.96
44 C 2.94 2.00 0.77
45 C 3.76 3.12 0.88
46 C 3.41 4.27 0.19
47 C 2.27 4.26 -0.59
48 C 1.52 3.10 -0.65
49 N 1.85 1.98 0.01
50 H 4.65 -0.81 1.03
51 H 4.99 0.03 2.53
52 H 5.32 0.83 0.98
53 H 3.21 -1.59 2.34
54 H 2.46 -3.37 3.01
55 H 1.03 -3.46 4.04
56 H 4.63 3.08 1.52
57 H 4.03 5.16 0.27
58 H 1.96 5.13 -1.15
59 H 0.62 3.05 -1.25
60 N -9.65 6.02 1.44
61 C -8.70 5.41 1.23
62 C -7.52 4.65 0.96
63 C -6.59 5.09 0.01
64 C -5.45 4.36 -0.24
65 C -5.20 3.15 0.43
66 C -6.14 2.72 1.38
67 C -7.28 3.45 1.64
68 C -4.02 2.39 0.17
69 C -3.00 1.73 -0.04
70 H -6.77 6.02 -0.51
71 H -4.73 4.70 -0.97
72 H -5.96 1.79 1.90
73 H -8.00 3.10 2.37

Results of the Löwdin charge analysis, in e, for atoms 1 through 5: atom 1 (Cs): 0.774, atom 2 (O): -0.190, atom 3 (C): -0.361, atom 4 (C): -0.034, atom 5 (C): -0.120